No. 1
{
  "formula": "C9H18F26Na4O11P5",
  "method": "ωB97M-V/def2-TZVPD",
  "species": ["P", "P", "P", "P", "P", "Na", "Na", "Na", "Na", "F", "F", "F", "F", "F", "F", "F", "F", "F", "F", "F", "F", "F", "F", "F", "F", "F", "F", "F", "F", "F", "F", "F", "F", "F", "F", "O", "O", "O", "O", "O", "O", "O", "O", "O", "O", "O", "C", "C", "C", "C", "C", "C", "C", "C", "C", "H", "H", "H", "H", "H", "H", "H", "H", "H", "H", "H", "H", "H", "H", "H", "H", "H", "H"],
  "coordinates": [[0.61, -0.47, -0.08], [2.11, 1.60, 3.95], [-2.54, -1.61, 5.00], [4.91, 2.86, -1.45], [-1.19, -4.49, -2.46], [0.71, -1.47, 3.54], [3.82, 0.87, 0.87], [1.62, -4.02, -1.28], [-1.70, -1.10, -3.06], [-0.32, -3.46, -3.32], [1.20, 1.75, 2.65], [-3.30, -0.17, 5.13], [-0.79, -3.52, -1.18], [-1.79, -3.05, 4.95], [1.03, 0.76, 4.79], [3.00, 1.59, 5.27], [-1.22, -0.98, 5.69], [3.93, 3.89, -2.33], [3.68, 1.80, -1.51], [0.01, -5.46, -2.19], [-1.51, -5.20, -3.87], [4.30, 3.43, -0.03], [1.54, 2.99, 4.53], [5.47, 2.20, -2.81], [3.14, 2.45, 3.04], [5.81, 1.82, -0.56], [2.78, 0.23, 3.23], [-2.46, -3.50, -2.68], [-1.76, -1.32, 3.54], [-3.79, -2.18, 4.15], [6.12, 3.97, -1.38], [0.27, -0.81, 1.47], [-2.15, -5.57, -1.56], [1.28, -1.85, -0.66], [-3.27, -2.08, 6.36], [-0.71, -0.24, -0.77], [-2.20, 5.40, 0.70], [-1.79, 2.45, -5.50], [-2.98, 3.51, -0.06], [-0.56, -5.12, 2.39], [-1.92, 1.28, -3.56], [0.71, -5.55, 0.60], [1.05, -6.43, 2.74], [1.65, 0.64, -0.07], [-0.30, 2.95, -3.90], [-2.30, 5.04, -1.61], [0.44, -5.69, 1.79], [0.19, 2.77, -2.62], [-1.35, 2.10, -4.26], [-1.51, -4.36, 1.64], [2.40, -6.79, 2.39], [-3.38, 2.53, -1.01], [-0.84, 2.92, -6.48], [-1.47, 6.64, 0.52], [-2.47, 4.66, -0.47], [-1.36, 3.51, -7.24], [2.96, -6.06, 1.80], [-1.05, 6.89, 1.49], [-0.51, 1.99, -6.94], [-1.13, -3.40, 1.28], [0.45, 1.74, -2.37], [-2.74, 1.66, -0.90], [-0.01, 3.53, -6.14], [-1.85, -4.80, 0.71], [2.38, -7.68, 1.76], [-2.28, -4.06, 2.35], [-2.14, 7.39, 0.09], [-3.31, 2.81, -2.06], [0.96, 3.53, -2.47], [-0.67, 6.41, -0.19], [-4.33, 2.07, -0.72], [3.02, -7.04, 3.25], [-0.62, 2.93, -1.91]],
  "lowdin_charge": [0.39, 0.15, 0.19, 0.22, 0.21, 0.62, 0.58, 0.64, 0.64, -0.15, -0.14, -0.16, -0.18, -0.17, -0.13, -0.13, -0.16, -0.19, -0.18, -0.12, -0.13, -0.17, -0.14, -0.16, -0.15, -0.18, -0.20, -0.16, -0.21, -0.16, -0.17, -0.16, -0.17, -0.18, -0.16, -0.30, -0.04, -0.01, 0.02, 0.05, 0.09, 0.08, 0.03, -0.30, -0.02, 0.10, -0.57, -0.04, -0.47, 0.00, -0.04, -0.04, -0.03, -0.04, -0.54, 0.09, 0.09, 0.10, 0.09, 0.08, 0.08, 0.08, 0.10, 0.08, 0.10, 0.10, 0.09, 0.08, 0.12, 0.09, 0.10, 0.10, 0.08],
  "energy_ha": -6135.300622,
  "total_charge": -1,
  "homo_lumo_gap_ha": 0.3353
}

---

No. 2
{
  "formula": "C9H18F6N6NaO5S2",
  "method": "ωB97M-V/def2-TZVPD",
  "species": ["S", "S", "Na", "F", "F", "F", "F", "F", "F", "O", "O", "O", "O", "O", "N", "N", "N", "N", "N", "N", "C", "C", "C", "C", "C", "C", "C", "C", "C", "H", "H", "H", "H", "H", "H", "H", "H", "H", "H", "H", "H", "H", "H", "H", "H", "H", "H"],
  "coordinates": [[0.05, -1.46, -4.03], [1.33, 1.04, -4.24], [-0.43, 0.63, -1.60], [2.32, -2.61, -3.33], [1.47, -3.35, -5.17], [-0.18, 1.85, -6.25], [0.58, -3.90, -3.27], [0.02, 3.27, -4.64], [-1.23, 1.53, -4.39], [-1.00, -1.87, -4.90], [-0.28, -1.16, -2.65], [-3.18, 3.32, 0.71], [2.47, 1.55, -4.93], [1.19, 1.28, -2.82], [1.03, -0.42, -4.70], [0.13, -1.82, 1.43], [-2.85, -1.07, 1.20], [0.80, 0.98, 1.17], [-1.86, 1.57, -0.24], [2.51, -1.33, -0.37], [0.96, 0.28, 2.45], [-0.10, 1.98, -4.93], [-2.19, -2.21, 0.55], [1.40, -2.54, 1.40], [0.03, -0.92, 2.56], [-2.52, 2.44, 0.23], [-1.01, -2.74, 1.33], [1.18, -2.91, -3.95], [1.92, -2.62, -0.02], [2.69, -3.40, -0.10], [-1.35, -3.04, 2.34], [1.30, -3.54, 1.84], [1.23, 1.89, 1.19], [-0.66, -3.64, 0.83], [2.64, -1.23, -1.36], [-1.00, -0.57, 2.62], [-3.80, -0.98, 0.85], [2.01, -0.02, 2.55], [0.24, -1.44, 3.51], [1.90, -0.57, -0.06], [-2.41, -0.19, 0.94], [-1.86, -1.99, -0.48], [-0.19, 1.12, 0.98], [-2.92, -3.02, 0.47], [2.14, -2.01, 2.00], [0.75, 0.92, 3.31], [1.09, -2.91, -0.67]],
  "nbo_charge": [2.27, 2.28, 0.91, -0.31, -0.31, -0.31, -0.31, -0.31, -0.32, -0.91, -1.00, -0.67, -0.91, -0.99, -1.24, -0.47, -0.87, -0.88, -0.98, -0.87, -0.22, 0.70, -0.22, -0.23, -0.23, 0.71, -0.22, 0.72, -0.22, 0.17, 0.17, 0.17, 0.36, 0.19, 0.36, 0.23, 0.36, 0.18, 0.16, 0.39, 0.39, 0.18, 0.40, 0.18, 0.20, 0.17, 0.17],
  "energy_ha": -2616.524627,
  "total_charge": -1,
  "homo_lumo_gap_ha": 0.3062,
  "de_lowest_ev": 0.1438
}

---

No. 3
{
  "formula": "C9H18IN2O2",
  "method": "ωB97M-V/def2-TZVPD",
  "species": ["I", "O", "O", "N", "N", "C", "C", "C", "C", "C", "C", "C", "C", "C", "H", "H", "H", "H", "H", "H", "H", "H", "H", "H", "H", "H", "H", "H", "H", "H", "H", "H"],
  "coordinates": [[-3.23, 0.40, -4.17], [-0.61, -0.27, -0.15], [1.12, -0.16, -1.56], [-1.03, -0.10, -2.35], [-2.50, 0.58, 1.29], [-2.53, -0.19, 0.19], [-0.15, -0.14, -1.33], [3.41, 0.25, -1.16], [2.35, -1.36, 0.25], [-3.07, 0.38, -1.08], [2.12, -0.03, -0.40], [-2.50, -0.25, -2.27], [1.84, 1.11, 0.58], [-2.34, 0.12, 2.79], [3.68, -0.61, -1.71], [-2.37, 1.63, 1.11], [-2.75, -1.30, -2.31], [0.84, 1.05, 1.03], [-2.60, -1.34, 0.31], [-4.22, 0.05, -0.97], [-0.64, -0.32, -3.31], [1.46, -1.89, 0.54], [-2.60, 1.02, 3.41], [-1.26, -0.17, 2.83], [3.28, 1.14, -1.77], [-3.03, 1.42, -1.21], [2.49, 0.73, 1.37], [-3.05, -0.75, 3.01], [2.90, -2.03, -0.55], [3.10, -1.33, 0.94], [4.18, 0.31, -0.44], [2.13, 2.04, 0.13]],
  "nbo_charge": [0.49, -0.66, -0.50, -0.65, -0.56, 0.32, 0.93, -0.62, -0.65, -0.52, 0.31, -0.35, -0.65, -0.41, 0.22, 0.41, 0.21, 0.23, 0.25, 0.26, 0.42, 0.23, 0.24, 0.22, 0.22, 0.23, 0.23, 0.23, 0.21, 0.23, 0.23, 0.23],
  "energy_ha": -910.984635,
  "spin_multiplicity": 3,
  "total_charge": 1,
  "homo_lumo_gap_ha": [0.2480, 0.2390]
}

---

No. 4
{
  "formula": "C9H18LaOP",
  "method": "ωB97M-V/def2-TZVPD",
  "species": ["La", "P", "O", "C", "C", "C", "C", "C", "C", "C", "C", "C", "H", "H", "H", "H", "H", "H", "H", "H", "H", "H", "H", "H", "H", "H", "H", "H", "H", "H"],
  "coordinates": [[-0.48, -0.17, -0.90], [0.18, -3.09, -0.05], [0.08, 0.33, 1.41], [0.88, 1.47, -1.63], [0.58, -0.36, 2.61], [-0.60, -0.30, -3.77], [-0.17, -1.27, -2.91], [-0.48, 1.12, -3.72], [-0.56, 1.63, 1.67], [-2.08, 1.53, 1.63], [2.04, -0.75, 2.50], [0.25, 1.89, -2.78], [-0.17, 2.34, 0.93], [2.32, -1.21, 1.55], [2.68, 0.12, 2.69], [0.29, 2.95, -3.09], [-2.46, 0.69, 2.24], [-2.50, 2.45, 2.05], [-0.20, 1.96, 2.66], [1.41, -3.51, 0.55], [0.49, 0.36, 3.45], [-0.11, -1.20, 2.78], [0.12, -4.13, -1.02], [1.61, 2.14, -1.14], [-0.89, 1.69, -4.57], [-0.68, -3.73, 0.90], [2.26, -1.47, 3.30], [-2.46, 1.40, 0.61], [-0.24, -2.32, -3.23], [-1.13, -0.58, -4.70]],
  "lowdin_charge": [1.47, 0.63, -0.43, -0.37, -0.24, -0.38, -0.41, -0.24, -0.26, -0.08, -0.07, -0.36, 0.11, 0.06, 0.09, 0.08, 0.09, 0.09, 0.12, -0.13, 0.11, 0.12, -0.12, 0.00, 0.08, -0.14, 0.09, 0.05, -0.03, 0.08],
  "energy_ha": -801.672420,
  "total_charge": 0,
  "homo_lumo_gap_ha": 0.1944
}

---

No. 5
{
  "formula": "C9H18N2O2",
  "method": "ωB97M-V/def2-TZVPD",
  "species": ["O", "O", "N", "N", "C", "C", "C", "C", "C", "C", "C", "C", "C", "H", "H", "H", "H", "H", "H", "H", "H", "H", "H", "H", "H", "H", "H", "H", "H", "H", "H"],
  "coordinates": [[-0.17, -0.38, 0.61], [1.15, 1.18, -1.15], [1.21, 0.04, -0.66], [2.79, 0.45, 2.13], [-2.08, 0.72, 1.81], [-0.52, 0.59, 1.61], [0.39, -2.35, -0.53], [-1.17, 1.57, -2.37], [0.28, 1.50, -2.40], [0.20, -1.64, 0.85], [0.70, -1.15, -1.46], [1.49, -1.66, 1.78], [2.17, -0.60, 1.92], [0.58, 2.57, -2.37], [1.08, -3.16, -0.51], [2.29, 1.07, 2.78], [0.48, 1.14, -3.42], [-0.17, -0.72, -2.13], [-1.54, 2.21, -3.13], [-0.57, -2.11, 1.43], [-2.54, 0.82, 0.83], [-0.31, 1.59, 1.07], [-0.66, -2.65, -0.81], [1.77, -2.60, 2.29], [0.18, 0.47, 2.45], [-2.51, -0.14, 2.20], [-1.54, 2.00, -1.53], [3.52, 0.77, 1.49], [-2.26, 1.64, 2.33], [1.30, -1.38, -2.29], [-1.61, 0.62, -2.46]],
  "nbo_charge": [-0.45, -0.17, 0.24, -0.63, -0.61, -0.08, -0.42, -0.65, -0.16, 0.13, -0.32, -0.28, 0.50, 0.24, 0.26, 0.46, 0.26, 0.25, 0.28, 0.25, 0.23, 0.22, 0.27, 0.33, 0.18, 0.23, 0.22, 0.47, 0.25, 0.29, 0.21],
  "energy_ha": -612.820387,
  "total_charge": 2,
  "homo_lumo_gap_ha": 0.3523
}

---

No. 6
{
  "formula": "C9H18N2O3S",
  "method": "ωB97M-V/def2-TZVPD",
  "species": ["S", "O", "O", "O", "N", "N", "C", "C", "C", "C", "C", "C", "C", "C", "C", "H", "H", "H", "H", "H", "H", "H", "H", "H", "H", "H", "H", "H", "H", "H", "H", "H", "H"],
  "coordinates": [[1.53, -3.21, 0.86], [-0.88, 3.83, -0.28], [1.84, 0.15, 0.86], [-2.42, 2.26, 0.42], [-0.44, 0.47, 0.62], [-0.96, -1.58, 2.18], [-0.65, 0.89, -1.84], [0.67, -0.05, 1.18], [-1.16, 2.67, -0.07], [-0.56, 1.92, -2.91], [1.51, -2.13, 2.34], [0.40, -1.11, 2.27], [0.15, -0.35, -2.14], [-0.22, -1.06, -3.43], [-0.30, 1.48, -0.42], [0.52, 2.19, -3.03], [-1.35, 0.19, 1.02], [-0.98, -2.37, 1.51], [-1.27, -1.26, -3.45], [2.54, -1.68, 2.50], [0.46, -0.48, 3.19], [1.19, -0.13, -2.08], [-0.87, 1.53, -3.89], [-1.05, 2.85, -2.67], [1.35, -2.86, 3.12], [-1.19, -2.07, 3.09], [0.72, 1.89, -0.44], [-1.69, 0.56, -1.73], [0.44, -1.94, -3.51], [-2.93, 3.04, 0.61], [1.98, -2.31, -0.06], [0.06, -1.15, -1.28], [-0.03, -0.39, -4.28]],
  "nbo_charge": [-0.08, -0.57, -0.66, -0.71, -0.63, -0.84, -0.21, 0.68, 0.80, -0.62, -0.52, -0.17, -0.39, -0.60, -0.16, 0.21, 0.46, 0.37, 0.20, 0.26, 0.22, 0.21, 0.22, 0.23, 0.22, 0.36, 0.26, 0.20, 0.22, 0.50, 0.15, 0.20, 0.20],
  "smiles": "CC[C@H](C)[C@H](NC(=O)[C@@H](N)CS)C(=O)O",
  "energy_ha": -1087.189595,
  "total_charge": 0,
  "homo_lumo_gap_ha": 0.3630,
  "de_lowest_ev": 0.1912
}